Computed, not measured: C2H4FNO as an isolated structure in a non-equilibrium geometry, with ωB97M-V/def2-TZVPD.

Structure (XYZ):
```
9
Properties=species:S:1:pos:R:3:forces:R:3
C -0.725255 0.604981 0.876332 -1.11 4.93 4.97
C 0.400384 -0.840860 -0.780386 -0.43 0.85 1.83
N 0.174625 0.404018 -0.013208 1.85 -0.48 -2.02
O -1.518187 -0.174320 1.307705 -1.00 -1.31 -0.32
F 1.121329 1.425044 -0.130696 -0.36 -0.86 -0.28
H -0.643705 1.801848 1.482731 0.05 -3.10 -2.14
H -0.605743 -1.218063 -1.006024 0.37 0.16 -0.20
H 0.898711 -0.406597 -1.625888 0.60 -0.96 -0.71
H 0.897841 -1.596051 -0.110566 0.03 0.77 -1.13
```
Forces are in eV/Å.

Calculated values
Kohn-Sham gap (Eh): 0.401
Energy relative to the best compared isomer or geometry (same formula, charge and spin) (kcal per mole): 81.5
Charge: 0
Electronic energy (hartree): -308.3531
HOMO level (Ha): -0.371
2S+1: 1



Computed, not measured: a single C2H4FNS2 molecule in a non-equilibrium geometry, with ωB97M-V/def2-TZVPD.

Structure (XYZ):
```
10
Properties=species:S:1:pos:R:3:forces:R:3
F -2.082281 -1.398911 -0.109841 -0.56 -0.75 -0.31
C -1.935452 -0.051031 -0.047575 1.23 1.64 1.97
C -0.421779 0.307945 0.156330 -2.06 -0.45 -1.05
S 0.064222 1.858823 -0.027487 0.10 -0.40 0.24
N 0.297133 -0.814210 0.258313 2.91 0.69 -0.24
S 2.008565 -0.753738 -0.151081 -1.24 -0.82 -0.19
H -2.476659 0.341525 0.835736 0.03 -0.28 -0.47
H -2.265960 0.484049 -0.924093 -0.19 -0.26 -0.46
H -0.027358 -1.705928 0.592145 -0.50 0.12 -0.24
H 2.409345 -0.052821 0.881160 0.28 0.50 0.73
```
Forces are in eV/Å.

Calculated values
Kohn-Sham gap (Eh): 0.333
Energy relative to the best compared isomer or geometry (same formula, charge and spin) (kcal per mole): 5.3
Charge: 0
Electronic energy (hartree): -1029.5669
Structure (SMILES): FCC(=S)NS
HOMO level (Ha): -0.320
2S+1: 1



Computed, not measured: a 2-piece molecular cluster, C2H4FO3S overall in a non-equilibrium geometry, with ωB97M-V/def2-TZVPD.

Structure (XYZ):
```
11
Properties=species:S:1:pos:R:3:forces:R:3
C 1.089482 -2.379384 0.183939 -0.03 -1.32 3.70
C -0.492279 0.461373 -0.575774 -1.07 1.52 2.07
O -2.616594 -0.092887 0.780620 -0.31 0.16 0.83
O -2.633764 -0.600001 -1.588886 -0.15 0.24 -0.51
O -1.254975 -1.980116 -0.123958 -1.32 1.56 0.09
F 1.416279 -1.793212 1.421923 -0.03 -0.09 -2.10
S -1.896958 -0.637652 -0.341415 1.57 -1.99 -0.29
H 0.581114 -3.368832 0.475182 0.68 1.24 -1.49
H 0.051743 0.728473 0.398781 -1.02 -0.41 -1.45
H -0.941569 1.312196 -1.089444 0.05 0.47 0.54
H 0.162208 0.092639 -1.277200 1.62 -1.38 -1.40
```
Forces are in eV/Å.

Calculated values
Kohn-Sham gap (alpha / beta) (Eh): 0.298 / 0.267
<S²>: 2.00
Charge: -1
Electronic energy (hartree): -802.2638
HOMO level (alpha / beta) (Ha): -0.149 / -0.180
2S+1: 3



Computed, not measured: C2H4FP as an isolated structure in a non-equilibrium geometry, with ωB97M-V/def2-TZVPD.

Structure (XYZ):
```
8
Properties=species:S:1:pos:R:3:forces:R:3
C -0.685084 -0.125085 0.453567 3.76 1.31 2.37
C 0.603408 -0.194937 -0.333412 0.18 -2.40 1.62
F -1.209145 -2.424810 -0.496181 0.32 -0.29 0.71
P -0.378476 -1.942720 0.853280 0.60 2.27 -2.58
H -0.485852 0.579810 1.352539 -0.93 -1.25 -1.38
H -1.542697 0.052363 -0.095931 -1.75 0.39 -0.83
H 0.656554 -0.518119 -1.367861 -0.49 -0.03 0.09
H 1.641496 0.027758 0.056791 -1.70 0.00 0.00
```
Forces are in eV/Å.

Calculated values
Kohn-Sham gap (Eh): 0.316
Energy relative to the best compared isomer or geometry (same formula, charge and spin) (kcal per mole): 18.1
Charge: 0
Electronic energy (hartree): -519.7670
HOMO level (Ha): -0.305
2S+1: 1



Computed, not measured: C2H4FeO as an isolated structure in a non-equilibrium geometry, with ωB97M-V/def2-TZVPD.

Structure (XYZ):
```
8
Properties=species:S:1:pos:R:3:forces:R:3
O 1.357988 0.132757 0.415243 -2.46 -1.65 -1.16
Fe 3.170398 -0.006851 0.240115 3.68 0.08 0.27
C 0.323651 -0.258927 -0.111660 1.05 3.30 1.37
C -1.038138 0.108378 0.213801 -1.32 -1.10 -3.31
H -1.149468 1.148003 0.531832 0.42 0.70 0.12
H -1.441877 -0.650867 0.901114 -0.58 -0.92 0.05
H 0.264894 -0.432255 -1.300073 0.19 -0.73 0.47
H -1.487448 -0.040238 -0.890371 -0.99 0.32 2.18
```
Forces are in eV/Å.

Calculated values
Kohn-Sham gap (alpha / beta) (Eh): 0.423 / 0.259
<S²>: 8.76
Charge: +3
Electronic energy (hartree): -1415.8934
HOMO level (alpha / beta) (Ha): -1.064 / -1.049
2S+1: 6



Computed, not measured: C2H4I2 as an isolated structure in a non-equilibrium geometry, with ωB97M-V/def2-TZVPD.

Structure (XYZ):
```
8
Properties=species:S:1:pos:R:3:forces:R:3
C -0.788625 -0.049337 0.469873 -0.45 -0.07 0.11
C 0.486515 0.018014 -0.279690 0.80 0.38 -4.32
I 1.683250 -1.734509 -0.151950 -0.14 0.19 0.17
I 1.573686 1.825907 0.031027 -0.11 -0.24 0.17
H -1.358508 -0.947058 0.222954 0.08 0.06 -0.06
H -0.547900 -0.085506 1.537947 -0.04 0.01 -0.02
H -1.400340 0.833838 0.287849 0.02 -0.01 -0.03
H 0.351919 0.138651 -2.118009 -0.17 -0.32 3.98
```
Forces are in eV/Å.

Calculated values
Kohn-Sham gap (Eh): 0.309
Energy relative to the best compared isomer or geometry (same formula, charge and spin) (kcal per mole): 71.1
Charge: 0
Electronic energy (hartree): -673.8695
HOMO level (Ha): -0.330
2S+1: 1



Computed, not measured: C2H4I2S as an isolated structure in a non-equilibrium geometry, with ωB97M-V/def2-TZVPD.

Structure (XYZ):
```
9
Properties=species:S:1:pos:R:3:forces:R:3
C 1.549688 0.354975 0.873004 -0.49 0.93 -0.51
C -1.229753 -0.139542 -0.342992 -0.73 0.12 1.43
S -0.763152 0.085937 -1.964137 -0.28 0.45 -0.67
I -2.346367 1.557467 0.444918 0.71 -0.99 -0.56
I -1.892529 -2.017718 0.487803 0.42 0.78 -0.51
H 1.842719 -0.216164 -0.012408 -0.01 0.78 0.16
H 1.327095 1.461785 0.922154 0.46 -1.64 -0.36
H 1.308581 -0.259748 1.707264 -0.12 -0.13 0.68
H 0.203714 -0.826993 -2.115610 0.04 -0.30 0.33
```
Forces are in eV/Å.

Calculated values
Kohn-Sham gap (alpha / beta) (Eh): 0.283 / 0.270
Energy relative to the best compared isomer or geometry (same formula, charge and spin) (kcal per mole): 78.9
Charge: 0
Electronic energy (hartree): -1072.0216
HOMO level (alpha / beta) (Ha): -0.321 / -0.294
2S+1: 1



Computed, not measured: a single C2H4INO molecule in a non-equilibrium geometry, with ωB97M-V/def2-TZVPD.

Structure (XYZ):
```
9
Properties=species:S:1:pos:R:3:forces:R:3
C -1.262089 -0.158505 -0.051382 -0.70 -2.47 -1.07
C -0.715978 -0.753180 -1.106774 1.72 -0.08 0.92
N 2.449834 1.062277 0.581010 -0.08 1.53 -0.18
O -0.706292 0.357746 0.995508 1.60 1.21 2.44
I 1.280579 0.095319 1.674732 -1.07 0.07 -0.28
H -2.309397 -0.426906 0.151938 -0.16 1.04 -0.46
H -1.334225 -1.125603 -1.832729 -1.71 -0.88 -1.53
H 0.302457 -1.141565 -1.218067 0.04 1.05 0.20
H 2.295112 2.090418 0.805763 0.36 -1.46 -0.04
```
Forces are in eV/Å.

Calculated values
Kohn-Sham gap (Eh): 0.273
Energy relative to the best compared isomer or geometry (same formula, charge and spin) (kcal per mole): 105.9
Charge: 0
Electronic energy (hartree): -506.1054
HOMO level (Ha): -0.318
2S+1: 1



Computed, not measured: a 3-piece molecular cluster, C2H4INO2 overall in a non-equilibrium geometry, with ωB97M-V/def2-TZVPD.

Structure (XYZ):
```
10
Properties=species:S:1:pos:R:3:forces:R:3
C -0.620641 -1.780857 1.780458 -0.27 -1.54 2.02
N 0.230834 -1.706815 0.995028 -1.50 0.00 0.24
O 0.899475 -1.538791 0.041033 1.41 0.27 -1.09
H -0.967569 -2.437440 2.614975 0.30 1.24 -1.12
C -1.031173 1.790814 -0.440424 2.48 -1.33 -1.42
O -1.565489 0.963495 0.208676 -1.25 -1.03 1.19
H -0.152570 1.525534 -1.073193 -0.17 -0.01 0.00
H -1.252870 2.803912 -0.477451 -1.07 2.37 0.24
I 2.596202 0.609488 -2.417646 -0.13 -0.15 0.23
H 1.863800 -0.229340 -1.231456 0.19 0.19 -0.28
```
Forces are in eV/Å.

Calculated values
Kohn-Sham gap (Eh): 0.381
Energy relative to the best compared isomer or geometry (same formula, charge and spin) (kcal per mole): 95.9
Charge: 0
Electronic energy (hartree): -581.3790
Structure (SMILES): C#[N+][O-].C=O.I
HOMO level (Ha): -0.356
2S+1: 1



Computed, not measured: a 2-piece molecular cluster, C2H4INO2 overall in a non-equilibrium geometry, with ωB97M-V/def2-TZVPD.

Structure (XYZ):
```
10
Properties=species:S:1:pos:R:3:forces:R:3
C -0.044956 0.673516 -0.343263 1.37 3.46 -0.61
C -1.668923 -0.955822 0.278633 -0.32 3.36 2.43
N 2.439587 1.043773 -0.526256 -1.02 0.77 -0.37
O -0.610106 1.664076 -0.704986 0.26 -2.06 0.49
O -0.254337 -0.450646 0.183869 -1.15 -1.00 -0.15
I 3.305791 -0.655464 0.031440 0.32 -0.35 0.36
H -2.450310 -0.126722 0.088695 1.57 -1.09 0.53
H -1.675467 -1.334312 1.312437 -0.45 0.09 -0.61
H -1.799180 -1.673483 -0.425039 -0.11 -2.28 -2.00
H 2.757900 1.815086 0.104467 -0.46 -0.90 -0.06
```
Forces are in eV/Å.

Calculated values
Kohn-Sham gap (alpha / beta) (Eh): 0.261 / 0.309
Energy relative to the best compared isomer or geometry (same formula, charge and spin) (kcal per mole): 98.7
Charge: 0
Electronic energy (hartree): -581.3747
HOMO level (alpha / beta) (Ha): -0.285 / -0.315
2S+1: 1



Computed, not measured: C2H4INO2 as an isolated structure in a non-equilibrium geometry, with ωB97M-V/def2-TZVPD.

Structure (XYZ):
```
10
Properties=species:S:1:pos:R:3:forces:R:3
C 0.470414 1.287042 0.724469 -1.02 -1.31 -0.28
C -0.166786 0.144473 0.013620 4.48 1.66 1.43
N 0.753339 -0.804381 -0.310131 1.34 -0.74 0.23
O -0.285965 2.350068 1.078986 0.93 0.47 0.23
O 1.610952 1.220976 1.094216 0.77 0.25 0.14
I -1.635519 -0.826348 2.173169 -0.66 -0.49 1.05
H -1.003348 0.260819 -0.521956 -3.01 0.12 -1.88
H -1.203059 2.237943 0.891336 -1.07 -0.31 -0.43
H 1.661739 -0.834511 0.152400 -0.46 1.13 0.19
H 0.585163 -1.750188 -0.534284 -1.30 -0.78 -0.67
```
Forces are in eV/Å.

Calculated values
Kohn-Sham gap (alpha / beta) (Eh): 0.281 / 0.229
<S²>: 2.01
Energy relative to the best compared isomer or geometry (same formula, charge and spin) (kcal per mole): 0.0
Charge: 0
Electronic energy (hartree): -581.4571
HOMO level (alpha / beta) (Ha): -0.260 / -0.360
2S+1: 3



Computed, not measured: a 3-piece molecular cluster, C2H4INO2S overall in a non-equilibrium geometry, with ωB97M-V/def2-TZVPD.

Structure (XYZ):
```
11
Properties=species:S:1:pos:R:3:forces:R:3
H -0.757307 1.516448 0.133094 0.22 0.62 -0.11
N -0.648092 0.966535 0.963848 -2.24 -1.51 -2.10
C 0.148298 1.127511 1.831563 2.51 1.09 3.03
I 1.519923 2.771823 2.226937 0.21 0.46 -0.48
H 0.356334 0.574246 2.744559 -0.68 -0.67 -0.42
O 0.932751 1.986464 -1.802860 0.04 0.35 -0.29
C 2.044905 2.255943 -2.017657 -1.36 -0.93 0.82
O 3.165750 2.425898 -2.162978 1.30 0.57 -0.47
S -0.242982 -2.112420 -2.078449 -0.34 0.44 0.89
H 0.584974 -1.083400 -2.395021 -0.15 -0.74 -0.44
H -0.076068 -2.978981 -3.074078 0.49 0.32 -0.44
```
Forces are in eV/Å.

Calculated values
Kohn-Sham gap (Eh): 0.368
Energy relative to the best compared isomer or geometry (same formula, charge and spin) (kcal per mole): 6.3
Charge: 0
Electronic energy (hartree): -979.7140
Structure (SMILES): [H]/N=C\I.O=C=O.S
HOMO level (Ha): -0.356
2S+1: 1